(1)
C28H42AlBBr45NO7P as an isolated structure in a non-equilibrium geometry, computed with ωB97M-V with the def2-TZVPD basis set.

Geometry as XYZ:
```
126
C28H42AlBBr45NO7P (ωB97M-V with the def2-TZVPD basis set)
C -5.018 2.148 -6.432
C -4.513 1.350 -7.460
C -3.013 1.189 -7.552
O -2.441 2.064 -8.149
O -2.326 0.164 -7.006
C -2.566 -0.005 -5.597
C -1.564 0.708 -4.711
C -1.914 2.187 -4.443
C -0.810 2.764 -3.502
C -1.373 3.109 -2.116
C -0.465 2.676 -0.940
Al -0.430 0.674 -0.606
C 0.620 -0.473 -1.943
C 1.893 0.134 -2.553
O 2.371 1.318 -1.861
C 2.940 2.223 -2.654
C 2.719 3.697 -2.325
O 3.601 1.937 -3.640
B 0.434 0.373 1.330
O 1.426 1.271 1.738
O 0.021 -0.650 2.194
P -2.709 -0.064 -0.422
N -3.279 -0.673 -1.988
O -3.633 1.318 -0.065
H -5.305 3.177 -6.646
H -5.078 1.765 -5.417
H -5.191 0.838 -8.138
H -2.488 -1.072 -5.399
H -3.570 0.283 -5.281
H -0.548 0.661 -5.103
H -1.633 0.220 -3.737
H -1.999 2.763 -5.364
H -2.838 2.170 -3.866
H -0.439 3.672 -3.986
H 0.031 2.071 -3.460
H -1.434 4.207 -2.068
H -2.390 2.748 -1.949
H -0.918 3.129 -0.045
H 0.513 3.144 -1.043
H 0.019 -0.846 -2.775
H 0.942 -1.363 -1.390
H 1.750 0.285 -3.621
H 2.687 -0.611 -2.462
H 2.740 3.795 -1.240
H 3.480 4.299 -2.803
H 1.706 3.958 -2.626
H 2.201 0.744 1.996
H -0.003 -1.456 1.661
H -3.970 -1.391 -1.798
H -3.827 0.071 -2.428
H -4.568 1.076 -0.101
C 3.537 -1.425 3.483
Br 4.907 -0.340 2.678
Br 2.574 -2.442 2.178
Br 4.232 -2.555 4.884
H 2.827 -0.749 3.944
C 2.357 6.793 1.255
Br 0.950 6.020 0.194
Br 3.222 5.478 2.358
Br 3.627 7.752 0.163
H 1.900 7.513 1.918
C -5.513 3.390 2.790
Br -6.933 2.856 1.596
Br -5.007 1.953 3.962
Br -4.026 4.109 1.818
H -5.903 4.185 3.409
C 0.595 -4.207 5.520
Br -0.053 -3.937 7.317
Br -0.024 -5.883 4.786
Br 0.166 -2.729 4.376
H 1.673 -4.265 5.579
C 6.815 2.279 -0.496
Br 5.157 2.357 -1.489
Br 8.070 3.613 -1.101
Br 6.537 2.386 1.415
H 7.260 1.315 -0.693
C 6.814 -4.698 7.915
Br 5.168 -4.061 8.680
Br 6.554 -5.360 6.126
Br 8.200 -3.370 7.986
H 7.144 -5.534 8.516
C -5.329 4.708 -2.834
Br -5.208 2.790 -2.781
Br -7.157 5.316 -2.760
Br -4.246 5.504 -1.459
H -4.927 5.027 -3.785
C -0.732 3.223 -10.790
Br -1.209 4.671 -11.972
Br -0.227 1.644 -11.770
Br 0.622 3.745 -9.536
H -1.613 2.974 -10.215
C -4.281 -3.764 -5.981
Br -5.519 -5.128 -6.555
Br -4.880 -2.002 -6.467
Br -3.901 -3.883 -4.101
H -3.352 -3.938 -6.504
C 9.709 -8.098 8.099
Br 10.502 -6.364 8.347
Br 10.869 -9.506 8.713
Br 7.962 -8.213 8.906
H 9.577 -8.236 7.035
C 11.792 -7.296 4.327
Br 12.061 -9.201 4.389
Br 9.940 -6.827 4.588
Br 12.942 -6.376 5.566
H 12.063 -6.966 3.335
C -7.665 -0.876 -2.345
Br -7.083 0.089 -3.909
Br -6.301 -2.060 -1.676
Br -8.316 0.305 -0.975
H -8.494 -1.496 -2.654
C -0.141 4.593 4.678
Br -0.586 6.070 3.522
Br 0.537 3.098 3.680
Br 1.063 5.133 6.089
H -1.060 4.277 5.151
C -2.687 -6.839 7.645
Br -3.426 -5.471 8.783
Br -1.028 -7.531 8.335
Br -3.957 -8.247 7.314
H -2.466 -6.377 6.691
C -5.373 -1.290 6.486
Br -6.960 -0.362 7.065
Br -5.464 -1.761 4.626
Br -3.778 -0.288 6.883
H -5.320 -2.211 7.048
```

The value obtained for the total energy is -118112.65170 hartree. The multiplicity is 1. As for the total charge: -1. The calculation puts the HOMO energy at -4.0 eV. The HOMO-LUMO gap is 4.66 eV. Its LUMO energy is 0.63 eV.

Atom charges from the Mulliken analysis, given in e for atoms 1 to 99: -0.343 -0.615 0.889 -0.503 -0.445 -0.355 0.180 0.338 -0.194 0.239 -0.104 -1.044 -0.321 -0.968 0.153 0.449 -1.124 -0.641 0.034 -0.082 0.040 -0.138 0.165 -0.161 0.309 -0.105 0.495 0.330 0.167 0.440 -0.581 0.519 -0.749 0.437 -0.419 0.236 -0.174 0.527 -0.378 0.269 0.769 0.304 0.373 0.354 0.474 0.239 -0.115 0.110 -0.045 -0.197 0.136 -0.367 -0.016 0.012 -0.051 0.368 -0.409 0.068 0.002 -0.070 0.391 -0.533 -0.075 0.080 0.060 0.398 -0.071 -0.030 -0.074 0.264 0.046 -0.387 0.215 -0.074 -0.095 0.356 -0.013 -0.034 0.038 -0.009 0.018 -0.438 0.140 -0.087 -0.045 0.384 0.115 -0.036 -0.035 -0.017 -0.020 -0.371 -0.069 0.053 -0.004 0.385 -0.083 0.015 -0.037

(2)
C28H42As2F6Ge2NO4S2Tc as an isolated structure in a non-equilibrium geometry, computed with ωB97M-V with the def2-TZVPD basis set.

Geometry as XYZ:
```
88
C28H42As2F6Ge2NO4S2Tc (ωB97M-V with the def2-TZVPD basis set)
Tc 0.968 -0.212 -2.308
C -0.968 5.319 1.159
C -0.413 4.381 0.079
Ge -0.712 2.514 0.679
C -2.284 1.488 0.016
C -3.565 2.271 0.324
C -0.286 2.276 2.572
C 0.191 1.247 3.275
Ge 0.518 -0.547 2.429
C 2.113 -1.762 2.155
C 3.112 -1.838 3.306
C -1.181 -1.585 2.319
C -1.113 -2.684 3.390
C 0.345 1.175 4.728
C -0.031 2.209 5.592
C 0.100 2.052 6.959
C 0.604 0.872 7.495
C 0.984 -0.164 6.655
C 0.855 -0.001 5.289
H -0.911 6.344 0.794
H -0.382 5.265 2.075
H -2.013 5.107 1.392
H 0.646 4.571 -0.080
H -0.942 4.511 -0.865
H -2.297 0.505 0.491
H -2.164 1.357 -1.058
H -3.705 2.410 1.397
H -4.426 1.719 -0.052
H -3.563 3.249 -0.157
H -0.555 3.178 3.119
H 2.590 -1.462 1.223
H 1.648 -2.736 1.999
H 3.519 -0.868 3.584
H 3.945 -2.471 3.000
H 2.669 -2.295 4.190
H -1.312 -2.013 1.324
H -2.014 -0.911 2.519
H -0.232 -3.318 3.277
H -1.986 -3.331 3.317
H -1.102 -2.258 4.393
H -0.437 3.137 5.213
H -0.197 2.856 7.619
H 0.698 0.758 8.566
H 1.378 -1.084 7.064
H 1.160 -0.818 4.624
F 2.532 3.187 1.021
C 3.190 2.059 0.764
F 3.295 1.383 1.891
F 4.372 2.307 0.271
S 2.151 1.190 -0.519
O 0.870 0.825 0.186
O 2.777 -0.010 -1.028
N 2.081 2.391 -1.482
S 1.137 2.282 -2.741
O -0.191 1.916 -2.269
O 1.645 1.410 -3.771
C 1.055 4.014 -3.443
F 1.805 4.071 -4.510
F 1.450 4.878 -2.535
F -0.212 4.223 -3.750
C 2.243 -3.651 -3.177
As 0.854 -2.675 -2.203
C 0.811 -3.777 -0.571
C -0.749 -3.291 -3.137
C -1.205 -4.600 -3.033
C -2.372 -4.978 -3.682
C -3.069 -4.060 -4.455
C -2.591 -2.766 -4.605
C -1.435 -2.376 -3.937
As -0.642 -0.612 -4.143
C -2.157 0.547 -4.545
C 0.148 -0.808 -5.914
H 1.890 -4.669 -3.338
H 3.165 -3.666 -2.599
H 2.432 -3.178 -4.139
H 1.189 -4.773 -0.796
H -0.210 -3.862 -0.204
H 1.448 -3.329 0.189
H -0.657 -5.329 -2.447
H -2.739 -5.990 -3.586
H -3.984 -4.355 -4.950
H -3.122 -2.072 -5.244
H -1.825 1.575 -4.681
H -2.903 0.507 -3.754
H -2.604 0.199 -5.475
H -0.642 -1.040 -6.625
H 0.869 -1.624 -5.905
H 0.647 0.113 -6.212
```

The value obtained for the total energy is -11548.48471 hartree. The value obtained for the energy above the lowest of the compared OMol25 structures with the same formula, charge and spin is 296.5 kJ/mol. The multiplicity is 4. As for the total charge: +3. The calculation puts the HOMO energy (spin up / spin down) at -16.1 / -16.1 eV. The HOMO-LUMO gap (spin up / spin down) is 7.35 / 6.69 eV. Its expectation value of S² is 3.778. Its LUMO energy (spin up / spin down) is -8.71 / -9.38 eV.

Want to see where the charge sits? The Mulliken charges in e are: -0.334 -1.584 -0.289 0.506 0.248 -1.410 -1.253 1.434 0.967 -0.042 -1.722 -0.548 -1.332 0.644 -0.745 -0.874 -0.529 -1.205 0.180 0.434 0.423 0.358 0.492 0.480 0.250 -0.188 0.392 0.423 0.385 0.408 0.407 0.492 0.340 0.445 0.429 0.443 0.527 0.307 0.448 0.379 0.433 0.436 0.441 0.474 -0.021 -0.135 0.415 -0.129 -0.151 0.697 -0.104 -0.636 -0.349 0.675 -0.177 -0.658 0.537 -0.159 -0.141 -0.182 -1.258 1.313 -1.139 -0.086 -0.469 -0.806 -0.765 -0.637 0.169 1.058 -1.343 -1.162 0.452 0.413 0.382 0.582 0.478 0.106 0.434 0.437 0.440 0.371 0.374 0.439 0.550 0.458 0.340 0.419